Record 1
DFT (ωB97M-V with the def2-TZVPD basis set) results for a cluster of 8 separate species, C24H64O24S8 in total in a non-equilibrium geometry.

Each line ends with the Löwdin charge.
Atoms and positions in Å:
O  3.444142  -7.920250  3.242793  -0.324
S  2.303722  -6.972780  3.016313  0.735
O  1.021572  -7.018330  3.777933  -0.325
O  2.896912  -5.362770  3.097454  -0.297
C  1.759302  -4.375720  3.162973  -0.221
C  2.484292  -3.041230  3.037584  -0.056
C  2.039932  -7.075460  1.238863  -0.126
H  1.158252  -4.534790  4.058253  0.108
H  1.038142  -4.595010  2.375614  0.102
H  2.059772  -2.420030  2.248924  0.055
H  3.370032  -3.245110  2.435923  0.064
H  2.831072  -2.448530  3.884073  0.085
H  1.585282  -7.988890  0.855413  0.079
H  3.049922  -6.846020  0.899183  0.050
H  1.254302  -6.407230  0.886203  0.063
O  1.591472  -1.768380  -0.459637  -0.322
S  1.250562  -0.466250  -1.073667  0.645
O  1.682752  -0.101010  -2.397827  -0.299
O  -0.393988  -0.284290  -1.041906  -0.305
C  -1.271048  -1.028710  -0.124527  -0.240
C  -2.496898  -0.230510  0.202953  -0.066
C  1.588852  1.032000  -0.029927  -0.079
H  -0.747918  -1.372740  0.767703  0.117
H  -1.630478  -1.839610  -0.758036  0.111
H  -3.315898  -0.912620  0.431164  0.085
H  -2.819088  0.166870  -0.759536  0.070
H  -2.317308  0.679880  0.774824  0.079
H  1.002542  1.835670  -0.475427  0.040
H  2.670682  1.147620  -0.095997  0.062
H  1.215592  0.703310  0.939993  0.067
O  2.679312  7.557830  0.340903  -0.317
S  2.627682  7.553690  1.820093  0.703
O  2.065052  8.643280  2.579344  -0.294
O  1.682042  6.252480  2.321234  -0.280
C  1.213402  5.250460  1.414163  -0.268
C  -0.190118  4.691490  1.841443  -0.061
C  4.307692  7.000760  2.475644  -0.081
H  1.850962  4.366780  1.387233  0.114
H  1.021492  5.685690  0.433423  0.080
H  -0.064548  4.314420  2.856403  0.066
H  -0.356508  3.825840  1.200314  0.053
H  -1.007488  5.366190  1.586923  0.083
H  4.215292  5.916000  2.529163  0.054
H  4.596322  7.367130  3.460824  0.066
H  4.976922  7.261790  1.655834  0.058
O  -6.532978  -1.423750  1.078493  -0.330
S  -6.433648  -0.281260  0.107404  0.703
O  -5.840878  1.014150  0.513863  -0.317
O  -5.723458  -0.768720  -1.310496  -0.291
C  -5.932888  -2.150580  -1.741207  -0.258
C  -5.566538  -2.180890  -3.213047  -0.054
C  -8.178768  -0.015200  -0.483787  -0.093
H  -6.951008  -2.508300  -1.587716  0.110
H  -5.321818  -2.839140  -1.157606  0.118
H  -4.675288  -1.572620  -3.367227  0.055
H  -6.299358  -1.875400  -3.959876  0.088
H  -5.383318  -3.245000  -3.361996  0.089
H  -8.440018  -0.830940  -1.157886  0.056
H  -8.180408  0.961970  -0.966726  0.064
H  -8.799438  0.016070  0.411694  0.067
O  -1.117058  -0.890320  -6.288597  -0.279
S  -2.110008  -1.375320  -5.398487  0.638
O  -3.485658  -1.482660  -5.884056  -0.291
O  -1.550588  -2.737310  -4.689316  -0.256
C  -0.189718  -2.888160  -4.388096  -0.296
C  0.129222  -4.165840  -3.613596  -0.054
C  -2.107878  -0.259040  -3.934957  -0.094
H  0.216612  -2.048540  -3.824147  0.103
H  0.391202  -2.953660  -5.308056  0.121
H  1.217962  -4.156870  -3.561867  0.088
H  -0.317768  -5.079640  -4.005097  0.079
H  -0.358318  -4.143390  -2.638967  0.069
H  -1.160288  0.277520  -3.982737  0.054
H  -2.294208  -0.823170  -3.021107  0.045
H  -2.903948  0.482650  -4.000236  0.073
O  -2.547458  2.867150  3.182674  -0.326
S  -3.603498  1.928630  3.678584  0.663
O  -3.820218  0.721120  2.924644  -0.280
O  -3.183138  1.474340  5.196443  -0.266
C  -2.761428  2.472830  6.142124  -0.252
C  -1.252798  2.735170  5.912153  -0.076
C  -5.148948  2.815700  3.930564  -0.104
H  -2.759598  2.121020  7.173783  0.115
H  -3.311898  3.413000  6.108103  0.113
H  -1.179858  3.505500  5.144443  0.051
H  -0.696718  1.888540  5.509543  0.085
H  -0.909228  3.032000  6.903083  0.076
H  -5.014968  3.782920  4.414944  0.071
H  -5.823998  2.211110  4.536274  0.077
H  -5.553778  2.792520  2.918793  0.064
O  6.969062  -4.598670  -1.593636  -0.331
S  7.302042  -4.610980  -0.152556  0.756
O  8.679472  -5.025960  0.338074  -0.319
O  6.844552  -3.127650  0.514404  -0.272
C  5.838082  -2.399670  -0.167247  -0.298
C  5.839552  -0.876260  0.085263  -0.051
C  5.958322  -5.663060  0.623283  -0.093
H  4.858442  -2.760690  0.145903  0.102
H  5.979632  -2.549940  -1.237517  0.107
H  6.798682  -0.580910  -0.340087  0.080
H  5.875492  -0.550550  1.124843  0.073
H  4.955792  -0.350720  -0.276516  0.066
H  4.988042  -5.347700  0.239634  0.054
H  5.960482  -5.512470  1.702833  0.070
H  6.339192  -6.633040  0.303643  0.066
O  2.006672  4.650590  -4.425967  -0.290
S  1.689962  3.348760  -3.860627  0.700
O  2.231492  2.813210  -2.584326  -0.318
O  0.032332  3.347190  -3.851046  -0.272
C  -0.615638  4.405460  -3.219437  -0.275
C  -0.125668  4.600280  -1.746277  -0.076
C  1.853132  2.131790  -5.221046  -0.082
H  -1.654528  4.083320  -3.148426  0.121
H  -0.575148  5.389020  -3.687476  0.120
H  0.858422  5.068890  -1.755326  0.070
H  0.018172  3.606940  -1.321206  0.054
H  -0.834888  5.184780  -1.160227  0.083
H  2.906332  1.922900  -5.408736  0.080
H  1.229722  2.633830  -5.960926  0.070
H  1.336592  1.220190  -4.920586  0.051

Forces on atoms 1 to 2 (eV/Å):
-2.991 2.893 -0.018
0.335 -0.731 1.067

Values from the calculation:
**E**: -161738.67196 eV
**Relative energy (zero: lowest compared OMol25 entry of this formula, charge and spin)**: 586.7 kJ/mol
**E_LUMO**: 0.04 eV
**Structure (SMILES)**: CCOS(C)(=O)=O.CCOS(C)(=O)=O.CCOS(C)(=O)=O.CCOS(C)(=O)=O.CCOS(C)(=O)=O.CCOS(C)(=O)=O.CCOS(C)(=O)=O.CCOS(C)(=O)=O
**HOMO level**: -0.4036 Eh
**M**: 993.29 g/mol

Record 2
DFT (ωB97M-V with the def2-TZVPD basis set) results for a cluster of 4 separate species, C24H65ClN2O16P5 in total in a non-equilibrium geometry.

Each line ends with the Löwdin charge.
Atoms and positions in Å:
C  4.841215  2.739563  5.835326  -0.139
C  4.601928  1.617759  4.706214  -0.276
C  3.741039  0.488481  5.371421  -0.241
C  3.285804  -0.694318  4.364246  -0.360
N  3.603052  -0.523341  2.966339  -0.268
P  2.329543  -0.109486  1.783300  0.324
Cl  1.263051  1.180927  3.133972  0.387
C  1.269263  -1.676796  2.214969  -0.394
N  0.844175  -2.430957  0.971964  -0.071
C  3.477593  1.336607  1.135498  -0.305
C  4.200798  1.022296  -0.233129  -0.264
O  3.460885  1.342780  -1.429139  -0.212
C  3.843938  2.578268  -2.025028  -0.267
C  2.483752  3.242448  -2.583064  -0.070
C  1.090821  0.400382  0.422591  -0.399
C  -0.452228  0.479717  0.741891  -0.300
P  -1.184396  2.223280  0.804799  0.678
O  -1.494320  2.658310  2.246585  -0.374
O  -0.226509  3.384550  0.069182  -0.255
C  0.283116  4.339533  1.039083  -0.290
C  1.399707  5.274435  0.421489  -0.095
O  -2.687577  2.277387  -0.008195  -0.265
C  -3.534552  1.240697  0.555619  -0.314
C  -4.958097  1.833104  0.861726  -0.086
H  5.255683  2.209275  6.734984  0.055
H  3.801883  3.078858  6.131934  0.071
H  5.478710  3.583001  5.461776  0.059
H  5.559028  1.266953  4.242284  0.101
H  3.933678  2.127213  3.948600  0.075
H  2.784120  0.948123  5.766980  0.085
H  4.263603  0.036950  6.266338  0.092
H  3.912514  -1.580575  4.732391  0.100
H  2.243199  -0.961534  4.674046  0.075
H  4.316074  -1.148376  2.607556  0.070
H  2.994630  -0.962294  0.796630  0.017
H  0.392196  -1.413604  2.869240  0.049
H  1.874575  -2.446239  2.793384  0.072
H  1.315716  -3.338210  0.978965  0.042
H  -0.166265  -2.562739  0.955968  0.041
H  2.965494  2.342902  1.173060  0.062
H  4.330743  1.427510  1.878020  0.053
H  5.134131  1.678027  -0.246189  0.105
H  4.577914  -0.030802  -0.336278  0.103
H  4.279726  3.331938  -1.318134  0.111
H  4.470287  2.363366  -2.935144  0.106
H  2.655978  3.862896  -3.508364  0.057
H  1.971938  3.862107  -1.787467  0.041
H  1.764434  2.396024  -2.802490  0.080
H  1.220594  -0.288385  -0.468156  0.076
H  1.372531  1.418231  0.010736  0.053
H  -0.993906  -0.005708  -0.136947  0.089
H  -0.846015  -0.032165  1.651450  0.061
H  0.761011  3.769634  1.879469  0.082
H  -0.536228  4.995704  1.452615  0.117
H  2.339152  4.708762  0.142751  0.058
H  1.715879  6.060909  1.170653  0.080
H  1.045151  5.810735  -0.507600  0.074
H  -3.618292  0.432155  -0.225264  0.102
H  -3.095482  0.789412  1.489588  0.105
H  -5.656884  0.959678  0.998370  0.073
H  -4.964060  2.449855  1.805599  0.077
H  -5.381423  2.470830  0.042284  0.071
C  -3.429029  -4.882643  -1.521257  -0.131
O  -4.410897  -3.921158  -1.090185  -0.252
P  -5.034080  -2.864603  -2.295692  0.685
O  -5.002859  -1.644264  -1.389449  -0.266
O  -6.504177  -3.581408  -2.197574  -0.255
C  -6.613025  -4.956457  -2.547641  -0.121
O  -5.548918  -2.035379  -3.699094  -0.256
C  -4.922752  -0.792046  -3.984226  -0.139
H  -2.524401  -4.758881  -0.922439  0.084
H  -3.821986  -5.890965  -1.365263  0.069
H  -3.173550  -4.762716  -2.576475  0.075
H  -6.525669  -5.564176  -1.644567  0.084
H  -5.841079  -5.252530  -3.261175  0.084
H  -7.593518  -5.129321  -2.992201  0.086
H  -3.858793  -0.820911  -3.746352  0.085
H  -5.411826  0.001610  -3.419942  0.089
H  -5.041765  -0.585775  -5.049491  0.081
C  3.907177  10.077606  -1.534826  -0.147
O  4.436461  8.896843  -0.910360  -0.253
P  5.337218  7.831052  -1.918251  0.682
O  4.719313  6.578362  -1.317969  -0.256
O  6.727918  8.186448  -1.125849  -0.248
C  7.214744  9.521904  -1.162665  -0.126
O  6.239302  7.027752  -3.128231  -0.254
C  5.582479  5.991019  -3.843025  -0.138
H  2.826405  10.105552  -1.382900  0.085
H  4.352446  10.960141  -1.067681  0.079
H  4.114545  10.102650  -2.607437  0.072
H  6.864085  10.057790  -0.277653  0.087
H  6.886174  10.048591  -2.062090  0.080
H  8.304368  9.496538  -1.146040  0.087
H  4.540806  6.249389  -4.038104  0.082
H  5.640652  5.059053  -3.280898  0.084
H  6.097459  5.852495  -4.795472  0.083
C  -8.412149  -9.379389  -0.942981  -0.143
O  -7.180125  -9.286153  -1.679120  -0.263
P  -5.748509  -9.751976  -0.845167  0.695
O  -4.979581  -8.581454  -1.440028  -0.269
O  -5.582794  -11.048629  -1.833449  -0.252
C  -6.560024  -12.081597  -1.778751  -0.122
O  -4.415489  -10.321473  0.059192  -0.253
C  -3.647167  -9.356810  0.765672  -0.135
H  -8.901560  -8.403553  -0.944132  0.084
H  -9.067900  -10.103831  -1.432802  0.080
H  -8.249607  -9.692238  0.090988  0.073
H  -7.315568  -11.903910  -2.547378  0.086
H  -7.041227  -12.132921  -0.799158  0.082
H  -6.072057  -13.034418  -1.983113  0.089
H  -4.282939  -8.580959  1.193863  0.085
H  -2.912503  -8.912436  0.094804  0.090
H  -3.118050  -9.865858  1.572736  0.085

Forces on atoms 1 to 2 (eV/Å):
-0.648 -1.285 -0.498
-1.055 1.107 1.039

Values from the calculation:
**E**: -120642.19014 eV
**Total charge**: -1
**E_LUMO**: -1.57 eV
**HOMO level**: -0.1450 Eh
**M**: 828.11 g/mol

| no. | frontier orbital gap (eV) |
| --- | --- |
| 1 | 11.02 |
| 2 | 2.37 |